ORCA calculation (the ωB97M-V functional and the def2-TZVPD basis) on 4 unconnected molecules or ions with the total composition C4H16NO3 at a distorted geometry.

Values from the calculation:
charge	+1
energy above the lowest of the compared OMol25 structures with the same formula, charge and spin	2.4241	eV
energy	-442.17552	hartree
M	126.18	u
gap between HOMO and LUMO	9.05	eV
HOMO energy	-13.50	eV

```
24
Properties=species:S:1:pos:R:3:forces:R:3:mulliken_charge:R:1
C -3.171582 1.477284 0.296722 -0.90 0.01 -1.50 -1.221
C -1.967852 2.288150 0.771564 -1.94 -0.08 1.49 -0.315
C -1.201731 2.802476 -0.399417 3.33 1.50 -0.83 -0.521
C 1.276998 2.445686 -0.138534 2.74 0.64 0.24 0.051
N 0.138245 2.041059 -0.463643 -1.84 -0.92 0.11 -0.049
H -4.043577 1.378362 0.941240 0.42 0.22 0.55 0.360
H -2.931158 0.455688 -0.018038 0.23 0.16 0.02 0.302
H -3.578235 1.987501 -0.600145 0.05 -0.35 0.34 0.342
H -1.435692 1.643056 1.464858 0.74 0.17 -0.12 0.339
H -2.356073 3.094035 1.423224 0.39 -0.03 -0.55 0.303
H -0.721928 3.817626 -0.422720 -1.40 -0.32 0.75 0.291
H -1.742217 2.742972 -1.353555 0.39 -0.52 0.23 0.396
H 1.573580 3.463813 0.068830 -1.09 0.64 -0.06 0.261
H 2.233225 1.867127 -0.048420 -1.74 -0.24 -0.29 0.165
H 0.024619 1.034046 -0.558312 0.54 -0.25 -0.28 0.326
H 4.892145 -4.271486 1.724302 0.25 -0.39 0.14 0.322
H 4.333070 -5.745814 1.694238 0.39 0.08 0.12 0.329
O 4.139179 -4.824841 1.511002 -0.65 0.33 -0.27 -0.651
H 0.025644 -5.247864 -0.609387 0.10 -0.09 -0.16 0.316
H -1.076797 -5.710101 -1.536833 0.07 -0.04 -0.14 0.327
O -0.164325 -5.398952 -1.544167 -0.16 0.14 0.32 -0.642
H 2.595690 -0.042138 -0.516011 0.07 -0.86 -0.20 0.283
H 1.490666 -1.103655 -0.973664 0.60 -0.09 0.07 0.292
O 1.668104 -0.194030 -0.713134 -0.61 0.27 0.01 -0.606
```
Forces are in eV/Å.

ORCA calculation (the ωB97M-V functional and the def2-TZVPD basis) on 2 unconnected molecules or ions with the total composition C6H13B3FNO7 at a distorted geometry.

Values from the calculation:
energy above the lowest of the compared OMol25 structures with the same formula, charge and spin	3.3730	eV
energy	-992.53994	hartree
M	262.60	u
gap between HOMO and LUMO	10.38	eV
SMILES	NB1OB(F)OB(CC=O)O1.CCOC(=O)OC
HOMO energy	-10.60	eV

```
31
Properties=species:S:1:pos:R:3:forces:R:3:mulliken_charge:R:1
N 0.424119 2.321956 2.575820 2.95 -0.56 -0.90 -0.581
B 1.449346 1.575721 1.700157 -1.89 0.58 0.73 0.528
O 2.598157 0.924361 2.358701 0.49 -0.52 -4.31 -0.424
B 3.523202 0.299642 1.393241 1.45 -1.11 -0.03 0.542
F 4.861311 -0.174598 1.846330 -4.62 1.56 -1.33 -0.292
O 3.214056 0.136415 -0.071706 -0.28 3.83 3.66 -0.400
B 2.509271 1.429846 -0.385772 -1.02 -1.55 0.21 0.464
C 3.235461 2.587851 -1.313251 0.42 0.11 0.04 -0.329
C 2.679489 2.591952 -2.879360 2.02 3.49 -3.34 0.035
O 3.147666 3.396113 -3.837185 -2.87 -5.07 6.11 -0.475
O 1.162011 1.573884 0.241531 4.60 0.11 1.88 -0.297
H 0.502193 3.341696 2.319341 -0.57 -1.45 0.54 0.256
H 0.626087 2.175326 3.596262 -0.20 0.50 -1.44 0.244
H 3.068406 3.634162 -0.774257 0.17 -2.02 -1.48 0.296
H 4.407846 2.386380 -1.250815 -2.49 0.47 -0.57 0.260
H 1.792668 1.825694 -3.099704 1.83 1.63 0.23 0.214
C -0.372516 -1.490094 0.378231 -0.10 -0.37 0.03 -0.836
C -1.524827 -0.537289 0.112863 0.52 0.26 0.41 -0.060
O -2.454829 -1.109226 -0.815410 -0.95 -0.64 0.23 -0.355
C -3.313896 -2.021625 -0.296643 0.25 -0.17 0.43 0.723
O -3.364690 -2.378814 0.869700 0.00 0.52 -1.61 -0.553
O -4.092195 -2.489441 -1.304313 0.60 0.53 0.69 -0.338
C -4.987969 -3.525619 -0.908065 -0.39 -0.39 0.10 -0.622
H 0.092047 -1.804121 -0.561714 0.02 0.19 0.08 0.274
H 0.384565 -1.016190 1.008982 -0.09 -0.03 -0.09 0.040
H -0.718393 -2.399213 0.880282 0.00 0.21 0.02 0.395
H -1.139459 0.378517 -0.348390 -0.28 -0.24 -0.12 0.177
H -2.029177 -0.242624 1.040424 -0.02 -0.22 -0.20 0.308
H -5.590369 -3.223475 -0.045226 0.26 -0.08 -0.08 0.292
H -4.426257 -4.438669 -0.686592 -0.12 0.18 0.13 0.286
H -5.663325 -3.728517 -1.743460 0.30 0.24 0.00 0.227
```
Forces are in eV/Å.